(1)
DFT (the ωB97M-V functional and the def2-TZVPD basis) results for C3H6HgO3 as an isolated structure.

```
! wB97M-V def2-TZVPD RIJCOSX def2/J DEFGRID3
* xyz 1 2
H -1.78 -0.59 -0.91
H -1.69 0.27 1.56
H 1.73 -2.39 0.10
C 1.23 -0.62 -0.49
Hg 3.50 0.44 0.54
O 2.10 -1.50 0.02
O 0.04 -0.77 0.00
C -1.57 0.89 0.66
H -0.71 0.73 -1.32
C -1.03 0.09 -0.49
H -2.57 1.27 0.39
O 1.68 0.42 -0.94
H -0.93 1.75 0.88
*
```

Computed properties:
- Gap between HOMO and LUMO (spin up / spin down): 10.73 / 8.01 eV
- <S²>: 0.75
- E_LUMO (spin up / spin down): -3.75 / -7.75 eV
- Energy relative to the best compared isomer or geometry (same formula, charge and spin): 0.0 kcal per mole

=====

(2)
DFT (the ωB97M-V functional and the def2-TZVPD basis) results for a 7-piece molecular cluster, C14H40ClO10 overall.

```
! wB97M-V def2-TZVPD RIJCOSX def2/J DEFGRID3
* xyz -1 1
H -0.53 -3.16 1.19
H 2.22 -0.83 1.72
H 5.65 -0.39 3.92
O -0.86 -3.18 -2.90
O 0.33 0.14 -1.69
C -1.83 2.70 -3.77
H -1.45 -3.57 -5.98
C -0.43 3.19 -3.68
C 0.16 -2.20 -4.67
H -0.87 0.83 6.02
H 0.01 -1.35 -5.34
H -1.87 -1.77 -4.06
C -1.22 -2.64 -4.15
H -2.33 3.21 -4.59
H 0.09 3.15 -4.64
H -0.51 4.25 -3.44
H 4.60 -1.81 4.01
C -0.35 -0.36 3.83
O -1.76 1.42 -4.23
H 0.41 -4.77 2.07
H 0.86 -1.82 -3.93
H -1.94 1.87 2.77
H -2.43 -0.12 3.83
C -2.75 2.81 -2.52
H 4.40 0.20 0.46
C -0.66 -4.74 2.23
H 0.52 0.21 4.16
C -0.68 4.64 0.32
H -2.26 2.58 4.34
C 3.88 -0.25 2.59
H 4.21 -0.25 4.80
H -0.37 -2.45 -2.50
H -2.86 -3.68 -4.85
H -2.33 2.21 -1.72
H 5.36 -0.91 1.17
H -1.16 2.71 0.40
H -1.50 -4.75 -4.66
O 0.67 0.82 0.51
Cl 0.02 -0.20 -0.32
H 0.77 -3.00 -5.10
O -1.34 -0.25 -0.10
C 4.84 0.01 1.44
H -0.56 2.15 3.81
H -1.19 5.60 0.42
O 2.86 -1.24 2.29
H 5.55 0.80 1.69
H -1.13 -5.72 2.15
O -1.22 -3.81 1.34
H 0.08 2.64 -2.89
H -2.75 3.88 -2.29
O -1.51 3.58 0.57
C -1.62 1.87 3.81
O 0.53 -1.54 -0.27
H -0.39 -0.58 2.77
C 4.61 -0.72 3.90
C -1.57 0.42 4.24
H -3.77 2.49 -2.68
O -1.66 0.39 5.69
H 0.15 4.65 1.03
H -0.14 4.64 -0.63
C -1.78 -3.74 -4.95
H -0.87 -4.58 3.29
H -1.53 0.89 -3.46
H -0.23 -1.29 4.39
H 3.43 0.70 2.87
*
```

Computed properties:
- Gap between HOMO and LUMO: 9.80 eV
- E_LUMO: 2.88 eV
- Energy relative to the best compared isomer or geometry (same formula, charge and spin): 59.7 kcal per mole

=====

(3)
DFT (the ωB97M-V functional and the def2-TZVPD basis) results for one molecule with the formula C6H13ClNOP.

```
! wB97M-V def2-TZVPD RIJCOSX def2/J DEFGRID3
* xyz 0 1
H -0.23 1.54 -4.74
H -0.36 0.61 3.38
C 0.17 -1.94 3.35
H -1.82 0.69 -2.25
C 0.19 0.18 -1.11
H -1.12 0.08 -4.60
C 0.60 0.46 2.94
C 1.15 0.23 -0.14
N 0.65 -0.88 2.49
H 0.72 1.04 1.98
H -1.98 1.59 -4.54
H 0.57 -1.68 4.28
P 1.73 -1.35 1.24
H 1.39 0.68 3.71
O 0.08 1.10 -2.05
H 1.89 1.03 -0.15
H -0.46 -0.77 -1.20
Cl 0.73 -2.85 0.35
C -1.04 1.15 -4.21
H -1.26 2.55 -2.63
C -1.11 1.37 -2.70
H 0.49 -3.04 3.27
H -0.99 -1.80 3.35
*
```

Computed properties:
- SMILES: CCO/C=C/P(Cl)N(C)C
- Gap between HOMO and LUMO: 8.76 eV
- E_LUMO: 0.90 eV
- Energy relative to the best compared isomer or geometry (same formula, charge and spin): 66.7 kcal per mole

=====

(4)
DFT (the ωB97M-V functional and the def2-TZVPD basis) results for C14H21AlAsBFINO4P as an isolated structure.

```
! wB97M-V def2-TZVPD RIJCOSX def2/J DEFGRID3
* xyz 2 1
O 1.61 0.57 -2.43
H -3.71 -0.70 -0.17
H 2.12 1.87 -0.22
C -1.72 1.49 3.32
H -3.85 -2.53 1.05
H -2.11 2.34 3.82
C 2.68 -3.72 -0.57
C 1.77 1.25 0.61
F -3.96 -1.29 2.59
C -1.59 -0.94 -0.26
H 2.63 0.63 0.86
O 2.17 1.91 2.85
H 1.11 3.16 1.75
H 0.28 -1.99 -2.16
P -1.17 2.24 0.29
Al -1.90 6.08 0.37
H -2.66 1.46 -1.13
H 2.49 2.49 -2.42
C 1.01 -2.25 -1.40
C 2.15 1.72 -3.11
C -2.88 -0.68 0.55
I -0.06 4.14 -0.96
C -3.22 -1.80 1.55
B 0.38 0.69 -1.89
As 0.09 0.15 0.16
H -0.55 0.84 -3.56
H 2.28 -1.44 1.66
H 1.47 2.16 -3.84
H -1.32 -1.97 -0.02
H 3.03 1.37 -3.65
C 1.78 -3.39 -1.58
C 2.10 -1.97 0.74
N 2.85 -3.07 0.57
C -0.14 -0.26 2.15
H 3.30 -4.60 -0.72
C -1.01 0.68 2.78
C 1.20 -1.55 -0.22
H -1.80 -0.87 -1.32
H 1.70 -4.00 -2.47
C 1.65 2.19 1.81
H -2.34 -2.35 1.89
H 0.81 -0.21 2.70
O -2.55 2.21 -0.52
H -0.50 -1.28 2.21
O -0.70 1.06 -2.62
H -2.99 0.28 1.06
*
```

Computed properties:
- Gap between HOMO and LUMO: 4.89 eV
- E_LUMO: -9.53 eV

=====

(5)
DFT (the ωB97M-V functional and the def2-TZVPD basis) results for a 2-piece molecular cluster, CH6OS2 overall.

```
! wB97M-V def2-TZVPD RIJCOSX def2/J DEFGRID3
* xyz 0 1
H -2.95 -0.39 1.05
S 3.58 -0.51 0.98
H -2.38 -0.58 -0.61
H 3.41 -1.83 0.74
H -3.54 1.29 -0.85
O -3.00 1.36 -0.06
C -2.41 0.10 0.25
H 3.90 0.26 -1.52
S 4.78 0.03 -0.52
H -1.38 0.27 0.53
*
```

Computed properties:
- SMILES: CO.SS
- Gap between HOMO and LUMO: 10.06 eV
- E_LUMO: 0.46 eV
- Energy relative to the best compared isomer or geometry (same formula, charge and spin): 16.1 kcal per mole

=====

(6)
DFT (the ωB97M-V functional and the def2-TZVPD basis) results for one molecule with the formula C6H14N2Si.

```
! wB97M-V def2-TZVPD RIJCOSX def2/J DEFGRID3
* xyz 0 1
C 0.70 -1.24 -1.62
H -0.16 -1.77 -1.57
C -0.36 1.62 -0.37
H 1.33 -2.39 1.56
C -3.10 -0.89 -0.55
H 0.41 -0.38 -2.26
C 1.98 -1.46 1.47
H 0.94 2.35 2.11
H 1.85 2.87 0.64
C -1.43 0.92 -0.63
H -0.30 2.68 -0.58
H 3.02 -1.78 1.08
H -3.74 -1.09 0.43
H -3.67 -0.02 -0.99
N 0.71 1.07 0.34
H 2.08 -1.03 2.37
H -2.22 1.62 -0.91
Si 1.17 -0.51 0.06
H 2.42 1.36 1.59
H -2.99 -1.91 -1.06
H 1.60 -1.65 -1.98
C 1.53 1.98 1.20
N -1.76 -0.35 -0.32
*
```

Computed properties:
- Gap between HOMO and LUMO (spin up / spin down): 6.07 / 6.07 eV
- E_LUMO (spin up / spin down): 0.08 / 0.08 eV
- Energy relative to the best compared isomer or geometry (same formula, charge and spin): 126.8 kcal per mole